Record 1
12
Properties=species:S:1:pos:R:3 method="wB97M-V/def2-TZVPD" total_energy_ev=-8796.260 e_above_lowest_ev=7.159 homo_energy_ev="-7.84 / -7.88" lumo_ev="-1.4 / -1.4"
O -0.348 0.184 1.691
C -1.300 -0.130 0.478
C -0.653 0.924 -0.452
C 0.607 0.030 -0.441
C -0.333 -1.163 -0.148
C 0.847 0.307 1.229
N 2.032 0.481 1.076
H -1.039 0.893 -1.478
H -0.582 1.964 -0.118
H 1.409 0.044 -1.186
H 0.029 -1.992 0.468
H -0.668 -1.542 -1.121



Record 2
103
Properties=species:S:1:pos:R:3 method="wB97M-V/def2-TZVPD" total_energy_ev=-79871.691 homo_energy_ev=-10.59 lumo_ev=-0.1 smiles="C[N+](=O)[O-].C[N+](=O)[O-].C[N+](=O)[O-].C[N+](=O)[O-].C[N+](=O)[O-].CCCCCC.CCCCCC.CCCCCC.ClCCCl"
C 0.097 5.456 -3.221
C 1.378 6.059 -3.844
C 2.645 5.272 -3.486
C 2.869 5.151 -1.967
C 4.194 4.439 -1.671
C 4.270 3.969 -0.209
H -0.754 5.845 -3.782
H -0.008 5.775 -2.185
H 0.073 4.370 -3.301
H 1.239 6.147 -4.920
H 1.462 7.060 -3.417
H 3.527 5.851 -3.781
H 2.666 4.291 -3.964
H 2.959 6.153 -1.533
H 2.006 4.696 -1.470
H 4.260 3.557 -2.316
H 5.041 5.081 -1.919
H 3.906 4.728 0.487
H 3.560 3.149 -0.100
H 5.277 3.676 0.080
C -4.879 -4.905 1.017
C -3.877 -4.139 0.155
C -4.222 -2.672 -0.054
C -3.145 -1.893 -0.780
C -3.661 -0.547 -1.341
C -4.592 -0.740 -2.534
H -4.970 -5.979 0.851
H -5.871 -4.496 0.790
H -4.764 -4.798 2.099
H -2.845 -4.285 0.494
H -3.887 -4.631 -0.826
H -4.422 -2.227 0.929
H -5.172 -2.614 -0.592
H -2.280 -1.683 -0.143
H -2.701 -2.479 -1.594
H -4.141 0.085 -0.593
H -2.767 -0.017 -1.672
H -5.435 -1.412 -2.351
H -5.126 0.179 -2.801
H -4.039 -1.043 -3.423
C 2.545 -2.416 -1.919
C 1.058 -2.620 -1.647
C 0.670 -3.155 -0.277
C 1.243 -4.527 0.147
C 0.867 -5.687 -0.779
C 1.349 -7.051 -0.304
H 3.136 -3.271 -1.582
H 2.999 -1.540 -1.455
H 2.648 -2.304 -3.000
H 0.532 -1.667 -1.746
H 0.601 -3.271 -2.397
H -0.404 -3.320 -0.142
H 0.981 -2.423 0.476
H 2.325 -4.446 0.285
H 0.798 -4.728 1.128
H -0.222 -5.728 -0.886
H 1.278 -5.441 -1.763
H 0.995 -7.792 -1.022
H 2.440 -7.065 -0.308
H 0.966 -7.317 0.680
Cl 1.172 3.619 2.502
C 1.058 2.143 1.512
C -0.284 2.087 0.806
Cl -0.385 0.561 -0.107
H 1.151 1.274 2.158
H 1.825 2.181 0.749
H -0.439 2.953 0.164
H -1.136 2.068 1.483
C 1.275 1.126 5.433
N -0.220 1.181 5.349
O -0.811 1.936 6.080
O -0.766 0.421 4.566
H 1.575 1.924 4.756
H 1.592 0.175 5.015
H 1.533 1.252 6.476
C -1.025 -2.140 2.652
N 0.244 -2.085 3.423
O 1.139 -1.419 2.948
O 0.315 -2.718 4.441
H -1.385 -3.167 2.630
H -0.818 -1.799 1.646
H -1.788 -1.554 3.159
C 4.539 -1.299 1.539
N 3.999 0.075 1.515
O 3.626 0.518 0.440
O 3.938 0.683 2.563
H 4.092 -1.803 2.399
H 5.615 -1.356 1.678
H 4.246 -1.876 0.671
C -6.127 2.842 2.983
N -5.018 3.366 2.109
O -5.221 4.372 1.466
O -3.972 2.746 2.120
H -5.988 3.194 3.999
H -6.002 1.767 2.899
H -7.039 3.247 2.561
C 2.079 1.139 -2.698
N 0.859 1.390 -3.510
O -0.073 1.915 -2.946
O 0.898 1.106 -4.692
H 2.840 0.661 -3.304
H 1.781 0.520 -1.858
H 2.428 2.117 -2.374



Record 3
93
Properties=species:S:1:pos:R:3 method="wB97M-V/def2-TZVPD" total_energy_ev=-94073.967 total_charge=-2 e_above_lowest_ev=1.112 homo_energy_ev=-2.53 lumo_ev=3.7
Sr 1.481 2.286 0.295
O -1.088 5.469 -1.004
C -0.856 4.393 -0.451
O -0.384 3.343 -1.013
C -1.299 4.268 1.039
C -1.745 2.851 1.418
C -2.578 2.880 2.710
C -1.480 3.050 3.789
C -0.230 3.188 2.914
O -0.526 2.232 1.871
C -0.283 4.566 2.200
C 1.106 5.172 1.862
O 1.494 6.076 2.609
O 1.721 4.666 0.874
H -2.134 4.964 1.129
H -2.155 2.259 0.603
H -3.118 1.942 2.841
H -3.301 3.697 2.702
H -1.406 2.159 4.414
H -1.628 3.919 4.430
H 0.716 2.919 3.381
H -0.738 5.281 2.884
O 4.519 -0.276 1.090
S 3.094 -0.155 1.376
O 2.607 -1.301 2.172
O 2.303 -0.080 0.079
O 2.776 1.140 2.072
N 3.010 2.788 -1.942
C 2.638 2.891 -3.030
N 2.259 3.060 -4.287
C 2.346 1.966 -5.249
C 2.541 2.578 -6.623
O 1.506 3.499 -6.927
C 1.471 4.566 -5.988
C 1.225 4.052 -4.584
H 1.426 1.372 -5.236
H 3.182 1.322 -4.982
H 2.508 1.808 -7.393
H 3.514 3.085 -6.665
H 0.665 5.228 -6.300
H 2.421 5.116 -6.021
H 0.232 3.593 -4.522
H 1.269 4.849 -3.844
C 0.227 -2.583 5.088
Si 0.502 -3.601 3.530
C 2.300 -4.123 3.438
C -0.517 -5.186 3.707
Sb -0.128 -2.090 1.571
Si -2.526 -3.018 1.273
C -3.386 -2.055 -0.101
C -2.941 -4.831 0.898
C -3.457 -2.615 2.878
Si 1.111 -3.396 -0.256
C 0.644 -5.233 -0.244
C 0.578 -2.638 -1.891
C 2.975 -3.377 -0.183
H 0.531 -3.129 5.986
H -0.826 -2.307 5.190
H 0.811 -1.662 5.023
H 2.659 -4.431 4.426
H 2.902 -3.285 3.080
H 2.421 -4.967 2.754
H -0.133 -5.781 4.543
H -0.452 -5.791 2.800
H -1.572 -4.975 3.898
H -2.930 -2.265 -1.072
H -3.294 -0.980 0.060
H -4.447 -2.324 -0.149
H -2.539 -5.158 -0.063
H -4.031 -4.936 0.852
H -2.567 -5.505 1.670
H -3.196 -1.617 3.237
H -3.206 -3.327 3.668
H -4.541 -2.649 2.723
H -0.428 -5.402 -0.143
H 1.141 -5.728 0.596
H 0.986 -5.715 -1.166
H -0.508 -2.631 -2.013
H 1.031 -3.173 -2.732
H 0.925 -1.603 -1.889
H 3.341 -3.906 0.698
H 3.385 -2.369 -0.163
H 3.342 -3.897 -1.078
C -0.150 0.923 -2.978
C -1.285 0.823 -1.984
C -2.541 1.586 -2.315
O -1.189 0.129 -1.001
H -0.156 0.011 -3.582
H 0.807 0.965 -2.455
H -0.264 1.795 -3.622
H -2.855 1.372 -3.340
H -2.304 2.650 -2.241
H -3.333 1.322 -1.617



Record 4
88
Properties=species:S:1:pos:R:3 method="wB97M-V/def2-TZVPD" total_energy_ev=-108974.898 homo_energy_ev=-5.71 lumo_ev=0.1
C 1.617 -1.317 -4.819
C 1.072 0.056 -4.550
H 2.095 -1.419 -5.797
H 0.798 -2.043 -4.753
H 2.359 -1.600 -4.069
C 0.354 0.772 -5.436
C 0.022 0.229 -6.770
H 0.027 1.782 -5.183
H -0.447 -0.766 -6.696
H 0.939 0.127 -7.373
H -0.680 0.899 -7.273
Sc -0.332 -1.216 0.639
Cl 2.078 -1.019 0.983
Cl -1.528 -3.432 0.965
C 0.665 1.853 0.679
O -0.208 0.943 0.581
N 0.363 3.125 0.952
C -1.020 3.605 0.961
C 1.403 4.111 1.243
H 1.731 1.604 0.576
H -1.689 2.763 1.154
H -1.280 4.056 -0.009
H -1.122 4.362 1.751
H 2.352 3.595 1.414
H 1.136 4.678 2.144
H 1.537 4.811 0.408
H -1.671 -1.567 -3.615
H -2.548 1.038 -4.330
C -2.622 -1.460 -3.072
C -3.232 0.914 -3.479
N -2.743 -0.098 -2.549
H -2.637 -2.163 -2.237
C -2.295 0.205 -1.331
O -2.018 -0.677 -0.467
H -3.333 1.870 -2.956
H -2.183 1.285 -1.123
H -3.458 -1.631 -3.756
H -4.210 0.599 -3.867
O 0.146 -0.355 -2.843
C 1.158 0.506 -3.098
C -0.207 2.613 -2.731
C 1.027 1.981 -2.715
H -1.100 2.006 -2.921
C -0.289 3.998 -2.543
H 2.133 0.158 -2.706
C 2.180 2.696 -2.380
H -1.259 4.495 -2.633
C 0.873 4.727 -2.269
C 2.101 4.067 -2.167
H 3.132 2.162 -2.315
H 0.814 5.814 -2.160
H 3.006 4.631 -1.940
Si 0.645 -4.595 -0.953
Cl 0.404 -2.398 -1.327
C -0.917 -5.585 -1.239
C 1.396 -4.837 0.758
C 1.843 -4.947 -2.349
H -1.751 -5.003 -1.658
H -1.268 -6.070 -0.318
H -0.671 -6.383 -1.957
H 1.282 -4.995 -3.300
H 2.366 -5.910 -2.199
H 2.596 -4.138 -2.422
H 2.015 -3.984 1.075
H 2.048 -5.723 0.704
H 0.641 -5.022 1.537
C 0.087 0.079 3.455
N -0.500 -1.124 2.835
C -1.938 -1.188 3.235
N -2.069 -1.314 4.704
C -1.408 -0.110 5.292
N 0.020 0.020 4.927
C 0.730 -1.199 5.372
N 0.158 -2.445 4.793
C 0.252 -2.325 3.337
C -1.294 -2.514 5.126
H -0.490 0.953 3.131
H 1.130 0.137 3.128
H -2.383 -2.050 2.727
H -2.418 -0.259 2.889
H -1.461 -0.173 6.384
H -1.932 0.787 4.934
H 1.782 -1.111 5.068
H 0.656 -1.251 6.464
H -0.185 -3.219 2.877
H 1.296 -2.198 3.024
H -1.373 -2.607 6.213
H -1.722 -3.398 4.630